Formula: C37H34As2Cl3GeN4O12S2W
Source: the Open Molecules 2025 dataset
Level of theory: ωB97M-V/def2-TZVPD

XYZ file:
```
96
Properties=species:S:1:pos:R:3:mulliken_charge:R:1
W 1.36 1.40 -0.03 -1.05
S 4.41 2.74 3.26 -0.23
C 4.62 3.72 1.88 -0.59
C 3.70 3.44 0.91 -0.96
C 2.76 2.42 1.26 0.36
C 3.06 1.96 2.54 0.88
C 2.25 0.98 3.24 0.44
C 2.55 0.47 4.50 -1.20
C 1.71 -0.47 5.06 -1.00
C 0.59 -0.87 4.36 -1.17
C 0.36 -0.31 3.11 -0.35
N 1.17 0.59 2.56 0.83
H 5.41 4.45 1.84 0.55
H 3.72 3.97 -0.03 0.43
H 3.44 0.81 5.02 0.53
H 1.94 -0.89 6.03 0.46
H -0.12 -1.58 4.77 0.58
H -0.51 -0.60 2.53 0.48
C 2.91 -3.81 -2.42 -0.85
O 1.60 -3.24 -2.18 0.07
C 1.39 -1.98 -2.35 -0.19
O 2.37 -1.19 -2.21 0.25
C 0.04 -1.48 -2.50 -0.24
C -1.06 -2.20 -2.86 0.89
As -2.97 -1.77 -2.61 0.59
C -3.32 -1.11 -4.46 -1.23
C -2.94 -0.11 -1.62 0.48
C -1.73 0.20 -0.96 0.00
As -0.08 0.44 -1.95 1.16
C -0.75 1.14 -3.67 -1.16
C -1.57 0.70 0.32 -0.50
O -0.41 1.16 0.70 1.11
O -2.57 0.72 1.16 -0.40
C -2.51 1.58 2.31 -0.52
C -4.05 0.85 -1.39 -0.22
O -3.79 2.02 -1.15 -0.69
O -5.32 0.51 -1.50 -0.44
C -5.78 -0.84 -1.58 -0.80
C -0.96 -3.50 -3.62 -0.20
O 0.02 -3.93 -4.14 -0.55
O -2.16 -4.08 -3.71 -0.40
C -2.25 -5.35 -4.39 -0.84
H 3.16 -4.44 -1.57 0.26
H 3.66 -3.04 -2.56 0.37
H 2.81 -4.42 -3.32 0.31
H -3.70 -1.93 -5.06 0.40
H -2.41 -0.73 -4.90 0.41
H -4.08 -0.32 -4.43 0.41
H -1.84 1.18 -3.65 0.27
H -0.41 0.51 -4.49 0.53
H -0.35 2.14 -3.82 0.43
H -3.09 1.11 3.10 0.36
H -2.96 2.54 2.06 0.28
H -1.48 1.73 2.65 0.09
H -6.84 -0.80 -1.33 0.34
H -5.26 -1.47 -0.86 0.39
H -5.67 -1.24 -2.59 0.25
H -1.45 -5.45 -5.12 0.39
H -3.22 -5.38 -4.87 0.29
H -2.18 -6.15 -3.65 0.28
O 3.44 -0.79 1.34 -0.57
C 2.39 -1.22 0.97 0.03
O 1.57 -0.43 0.21 0.95
C 1.89 -2.59 1.27 0.53
C 2.78 -3.53 1.79 -0.57
C 2.34 -4.80 2.12 -1.00
C 1.01 -5.15 1.94 -0.46
C 0.13 -4.20 1.43 -1.00
C 0.56 -2.93 1.11 0.80
N -1.26 -4.56 1.21 1.16
O -2.02 -3.64 0.92 -0.60
O -1.59 -5.71 1.34 -0.63
H 3.82 -3.26 1.92 0.59
H 3.03 -5.52 2.53 0.49
H 0.65 -6.14 2.20 0.58
H -0.16 -2.22 0.73 0.39
Cl 3.81 0.99 -1.00 -0.08
Ge 2.83 0.62 -2.98 1.08
Cl 1.74 3.11 -1.66 -0.23
Cl 4.35 -0.29 -4.17 -0.26
N -1.18 3.16 -1.28 0.26
C -0.80 3.98 -0.20 -0.54
N 0.09 3.61 0.69 0.93
C 0.24 4.59 1.67 -1.28
C 0.98 4.50 2.85 0.31
C 1.03 5.59 3.70 -1.01
C 0.35 6.77 3.41 -0.62
C -0.43 6.86 2.28 -0.53
C -0.50 5.76 1.44 0.70
S -1.47 5.56 0.01 -0.25
H -1.21 3.73 -2.13 0.43
H -2.15 2.83 -1.17 0.23
H 1.48 3.59 3.11 0.48
H 1.60 5.51 4.62 0.46
H 0.43 7.61 4.08 0.42
H -1.00 7.76 2.06 0.43
```

For the energy relative to the best compared isomer or geometry (same formula, charge and spin), the calculation gives 2.0482 eV. The net charge is +2. The expectation value of S² is 3.78. The value obtained for the orbital gap (alpha / beta) is 5.331 / 3.555 eV. The spin multiplicity is 4.